Below is a cluster of 2 separate species, C4H6N2S2 in total in a non-equilibrium geometry, with properties calculated with ωB97M-V/def2-TZVPD.

Each atom is followed by the atoms it is bonded to, with distances in Å.
Element x y z (Å)
1 C -0.694 -0.097 -1.298  C2 1.440, H6 1.116, H7 1.030, S13 1.737
2 C 0.615 -0.049 -0.701  C1 1.440, C4 1.472, H8 1.117, S14 1.870
3 C -0.463 0.187 3.002  H9 1.227, N11 1.344
4 C 1.572 -0.880 -1.450  C2 1.472, N12 1.141
5 H -0.928 2.018 -2.118  S13 1.323
6 H -0.834 -1.156 -1.621  C1 1.116
7 H -1.349 0.183 -0.555  C1 1.030
8 H 1.166 0.872 -0.389  C2 1.117
9 H -0.388 1.335 3.428  C3 1.227
10 H -1.018 -1.059 3.602  no bonds
11 N 0.314 0.409 1.928  C3 1.344, S14 1.773
12 N 2.265 -1.606 -1.991  C4 1.141
13 S -0.883 0.851 -2.741  C1 1.737, H5 1.323
14 S 0.625 -1.006 0.905  C2 1.870, N11 1.773

The calculation puts the HOMO energy at -9.4 eV. As for the energy above the lowest of the compared OMol25 structures with the same formula, charge and spin: 4.6957 eV. For the orbital gap, the calculation gives 9.54 eV. The value obtained for the total energy is -1061.74360 hartree.